Molecular formula: C16H21AuN5O3S3
Method: DFT, the ωB97M-V functional and the def2-TZVPD basis

XYZ file:
```
49
C16H21AuN5O3S3 the ωB97M-V functional and the def2-TZVPD basis
Au -0.701 1.150 -0.305
N -3.386 -1.123 2.253
C -2.612 -0.770 3.344
C -2.770 -0.965 4.710
C -1.768 -0.478 5.525
C -0.649 0.184 4.997
C -0.484 0.363 3.640
C -1.480 -0.138 2.804
N -1.591 -0.137 1.429
C -2.741 -0.711 1.138
C -3.218 -0.815 -0.228
C -4.437 -1.222 -0.685
S -4.530 -1.021 -2.376
C -2.936 -0.394 -2.379
N -2.376 -0.361 -1.211
H -4.293 -1.556 2.293
H -3.638 -1.469 5.113
H -1.847 -0.606 6.595
H 0.098 0.570 5.677
H 0.366 0.893 3.230
H -5.270 -1.617 -0.127
H -2.451 -0.064 -3.286
O -2.414 2.329 -0.278
S -1.926 3.743 -0.025
O -1.848 4.036 1.371
O -2.514 4.683 -0.916
S 0.076 3.402 -0.625
C 1.853 1.332 -3.283
C 2.589 1.354 -1.941
N 2.876 0.011 -1.441
C 4.210 -0.523 -1.741
C 4.322 -1.149 -3.129
C 1.959 -0.729 -0.828
C 2.307 -2.154 -0.491
N 0.765 -0.321 -0.450
H 1.537 2.341 -3.539
H 0.963 0.706 -3.223
H 2.495 0.957 -4.078
H 2.010 1.895 -1.196
H 3.541 1.867 -2.056
H 4.490 -1.250 -0.984
H 4.912 0.305 -1.664
H 3.602 -1.956 -3.266
H 5.323 -1.560 -3.259
H 4.157 -0.411 -3.913
H 3.048 -2.185 0.307
H 2.707 -2.681 -1.354
H 1.421 -2.685 -0.150
H 0.253 -1.067 0.000
```

Computed properties:
gap between HOMO and LUMO = 6.36 eV
maximum force = 0.042 Eh/bohr
ΔE to the lowest compared entry with this formula, charge and spin = 0.952 eV
E_HOMO = -11.5 eV
LUMO level = -5.166 eV
total charge = +1